Entry 1:
The following is a DFT calculation (ωB97M-V/def2-TZVPD) of C35H39BaN11O6S4 as an isolated structure at a distorted geometry.

Each line ends with the Löwdin charge.
Atoms and positions in Å:
Ba1 0.171 0.148 0.420  2.1085
O1 -4.948 2.831 2.852  0.0094
C1 -4.403 2.257 3.915  -0.3182
C2 -5.161 2.056 5.076  -0.0356
C3 -4.605 1.434 6.179  -0.1239
C4 -3.283 0.997 6.157  -0.1251
C5 -2.536 1.191 5.004  -0.0562
C6 -3.071 1.808 3.881  -0.0906
C7 -2.251 1.920 2.625  -0.4613
O2 -1.184 1.244 2.544  -0.1735
N1 -2.855 2.674 1.719  0.0272
N2 -2.383 2.834 0.415  0.0647
C8 -1.127 2.979 0.244  -0.1861
C9 -0.461 3.293 -1.030  -0.1624
C10 -1.023 4.102 -2.019  -0.0453
C11 -0.273 4.559 -3.085  -0.1212
C12 1.084 4.227 -3.151  -0.1256
C13 1.662 3.410 -2.204  -0.0392
C14 0.888 2.866 -1.160  -0.4258
O3 1.391 1.985 -0.335  -0.4575
H1 -4.148 2.836 2.165  0.0145
H2 -6.187 2.404 5.079  0.1030
H3 -5.209 1.288 7.069  0.0873
H4 -2.844 0.516 7.023  0.0846
H5 -1.507 0.858 4.935  0.1057
H6 -0.434 2.943 1.087  0.1091
H7 -2.067 4.376 -1.921  0.1069
H8 -0.730 5.162 -3.859  0.0928
H9 1.681 4.591 -3.979  0.0956
H10 2.706 3.129 -2.262  0.0898
O4 -1.056 3.503 -6.838  -0.1400
C15 -1.001 2.589 -6.035  -1.0770
S1 -2.396 1.842 -5.269  0.8802
C16 -1.554 0.636 -4.301  -1.1987
C17 -0.212 0.641 -4.396  -1.1688
S2 0.946 -0.407 -3.599  0.4836
S3 0.482 1.805 -5.516  0.8991
S4 -2.597 -0.476 -3.423  0.3880
C18 -2.104 -2.147 4.156  -0.0162
N3 -2.608 -1.574 2.921  -0.0303
C19 -3.877 -1.093 2.826  -0.0543
C20 -4.324 -0.507 1.707  0.0035
C21 -3.406 -0.389 0.604  -0.3745
N4 -2.146 -0.841 0.715  -0.0025
C22 -1.707 -1.365 1.891  -0.6019
O5 -0.519 -1.673 2.079  -0.1467
N5 -3.785 0.152 -0.532  0.1822
H11 -2.909 -2.144 4.888  0.0858
H12 -1.271 -1.555 4.530  0.0888
H13 -1.753 -3.165 3.983  0.0927
H14 -4.488 -1.199 3.713  0.1315
H15 -5.321 -0.097 1.656  0.1147
H16 -4.696 0.571 -0.596  0.1151
H17 -3.209 0.148 -1.401  -0.0372
N6 2.752 -0.642 2.929  -0.0554
N7 2.007 0.515 2.428  -0.1770
H18 3.311 -0.918 2.121  0.0129
H19 2.041 -1.369 2.992  0.0371
H20 2.684 1.234 2.199  0.0685
H21 1.460 0.875 3.206  0.0607
C23 -0.644 -3.091 -1.847  -0.0397
C24 0.309 -2.998 -0.709  -0.3751
O6 0.908 -1.963 -0.458  -0.2504
C25 0.548 -4.174 0.195  -0.1420
C26 -0.250 -5.309 0.138  -0.0260
C27 -0.010 -6.367 1.006  -0.0905
C28 1.034 -6.286 1.916  -0.1002
C29 1.838 -5.153 1.969  -0.0710
C30 1.592 -4.094 1.111  -0.0092
H22 -0.466 -2.274 -2.551  -0.0278
H23 -1.660 -2.968 -1.459  0.0912
H24 -0.581 -4.056 -2.350  0.0868
H25 -1.066 -5.360 -0.570  0.1087
H26 -0.634 -7.251 0.966  0.0949
H27 1.225 -7.114 2.589  0.0937
H28 2.653 -5.092 2.679  0.1015
H29 2.202 -3.200 1.127  0.1070
C31 5.726 1.462 -2.821  -0.0801
C32 5.081 0.729 -3.995  -0.3898
C33 4.051 1.621 -4.687  -0.0980
C34 4.421 -0.619 -3.606  -0.1196
N8 4.379 -0.875 -2.172  -0.1120
C35 3.527 -0.440 -1.248  -0.1738
N9 3.924 -0.885 -0.073  0.0239
N10 5.046 -1.598 -0.309  -0.0587
N11 5.332 -1.592 -1.559  0.0255
H30 6.252 2.345 -3.185  0.0734
H31 6.439 0.837 -2.281  0.0676
H32 4.972 1.802 -2.107  0.0730
H33 5.875 0.494 -4.712  0.1201
H34 3.169 1.756 -4.058  0.0346
H35 3.693 1.175 -5.616  0.0729
H36 4.474 2.602 -4.915  0.0771
H37 4.958 -1.469 -4.021  0.1162
H38 3.383 -0.643 -3.950  0.0180
H39 2.668 0.179 -1.456  0.0621

- Kohn-Sham gap: 4.40 eV
- Total charge: -2
- Relative energy (zero: lowest compared OMol25 entry of this formula, charge and spin): 54.12 kcal per mole
- HOMO: -0.852 eV

---

Entry 2:
The following is a DFT calculation (ωB97M-V/def2-TZVPD) of one molecule with the formula C4H11N3O at a distorted geometry.

Each line ends with the natural charge from an NBO analysis.
Atoms and positions in Å:
C1 0.666 -2.824 -0.031  -0.3931
N1 0.195 -1.447 -0.111  -0.6521
C2 -0.611 -1.074 0.985  -0.2459
C3 -0.004 0.226 1.546  -0.2278
N2 -0.456 1.366 0.700  -0.6616
C4 -0.129 1.375 -0.658  0.7705
N3 1.157 1.547 -1.046  -0.8440
O1 -1.011 1.446 -1.482  -0.6692
H1 1.180 -2.807 0.839  0.1827
H2 -0.039 -3.561 0.165  0.1620
H3 1.192 -2.987 -0.943  0.2044
H4 -0.238 -1.092 -1.044  0.3809
H5 -0.685 -1.873 1.598  0.1897
H6 -1.694 -0.845 0.657  0.1787
H7 -0.194 0.496 2.667  0.2058
H8 1.175 0.090 1.616  0.1997
H9 -1.474 1.456 0.804  0.3906
H10 1.180 1.580 -2.038  0.4186
H11 1.874 1.492 -0.307  0.4100

- Kohn-Sham gap: 9.53 eV
- SMILES string: CNCCNC(N)=O
- Relative energy (zero: lowest compared OMol25 entry of this formula, charge and spin): 48.21 kcal per mole
- HOMO: -8.586 eV

---

Entry 3:
The following is a DFT calculation (ωB97M-V/def2-TZVPD) of C20H14BClF4N6O4Rh as an isolated structure at a distorted geometry.

Each line ends with the natural charge from an NBO analysis.
Atoms and positions in Å:
Rh1 0.015 -0.310 0.696  1.3635
N1 8.747 5.330 -1.219  -0.2608
C1 7.943 4.525 -1.056  0.2576
C2 6.932 3.515 -0.850  -0.1606
C3 7.301 2.224 -0.495  -0.1391
C4 6.332 1.255 -0.295  -0.2369
C5 4.995 1.575 -0.456  0.2323
C6 4.619 2.861 -0.813  -0.2502
C7 5.587 3.829 -1.005  -0.1227
N2 3.991 0.567 -0.250  -0.3406
C8 4.188 -0.800 -0.127  -0.0688
C9 2.967 -1.356 0.039  -0.0515
N3 2.021 -0.349 0.019  -0.5838
C10 2.672 0.791 -0.145  0.2283
H1 8.347 1.980 -0.370  0.2424
H2 6.635 0.262 0.003  0.2250
H3 3.579 3.124 -0.958  0.2424
H4 5.299 4.834 -1.285  0.2426
H5 5.156 -1.262 -0.189  0.2422
H6 2.700 -2.390 0.173  0.2394
H7 2.199 1.759 -0.198  0.2624
N4 -9.334 3.725 -0.789  -0.1196
C11 -8.392 3.059 -0.789  0.2037
C12 -7.235 2.230 -0.784  0.0098
C13 -5.959 2.806 -0.591  -0.1381
C14 -4.857 2.008 -0.578  -0.1820
C15 -5.008 0.595 -0.756  0.3780
C16 -6.296 0.021 -0.961  -0.2000
C17 -7.387 0.828 -0.974  -0.1304
N5 -3.906 -0.193 -0.722  -0.3243
C18 -3.790 -1.575 -0.868  -0.0891
C19 -2.474 -1.845 -0.719  0.0436
N6 -1.760 -0.655 -0.488  -0.5018
C20 -2.609 0.302 -0.483  0.2760
H8 -5.863 3.874 -0.457  0.2715
H9 -3.882 2.459 -0.439  0.2753
H10 -6.421 -1.042 -1.102  0.2493
H11 -8.374 0.413 -1.125  0.2666
H12 -4.618 -2.233 -1.058  0.2562
H13 -1.976 -2.801 -0.750  0.2605
H14 -2.345 1.344 -0.345  0.2881
F1 -1.444 3.006 -0.848  -0.5753
B1 -0.250 3.163 -0.098  1.3733
F2 -0.323 4.205 0.766  -0.5254
F3 0.866 3.175 -0.917  -0.5528
F4 -0.118 1.897 0.731  -0.6144
O1 -1.726 -0.976 2.477  -0.8553
Cl1 -0.478 -1.604 2.909  2.4903
O2 -0.034 -2.475 1.805  -0.8547
O3 -0.606 -2.296 4.127  -0.7261
O4 0.513 -0.518 2.976  -0.8162

- Kohn-Sham gap (alpha / beta): 6.55 / 3.23 eV
- ⟨S²⟩: 6.04
- Total charge: +1
- HOMO (alpha / beta): -11.681 / -11.681 eV
- Multiplicity: 5

---

Entry 4:
The following is a DFT calculation (ωB97M-V/def2-TZVPD) of a 16-piece molecular cluster, C51H137N3O16 overall at a distorted geometry.

Each line ends with the Löwdin charge.
Atoms and positions in Å:
C1 -5.675 -0.051 -0.199  -0.0222
C2 -4.877 -1.391 0.049  -0.4629
C3 -5.614 -2.265 1.093  -0.0432
O1 -4.870 -2.166 -1.109  -0.0542
H1 -6.747 -0.204 -0.075  0.0772
H2 -5.496 0.423 -1.164  0.0470
H3 -5.359 0.692 0.533  0.0427
H4 -3.848 -1.136 0.304  0.1111
H5 -6.611 -2.543 0.752  0.0827
H6 -5.757 -1.766 2.052  0.0573
H7 -5.047 -3.185 1.235  0.0648
H8 -4.048 -2.658 -1.052  0.0415
C4 -0.377 2.450 6.014  -0.0278
C5 0.594 1.586 5.181  -0.5000
C6 0.640 0.107 5.581  -0.0321
O2 0.235 1.641 3.864  -0.0699
H9 -0.456 3.434 5.553  0.0796
H10 -0.063 2.583 7.049  0.0803
H11 -1.353 1.969 6.080  0.0716
H12 1.603 1.979 5.311  0.1212
H13 1.010 -0.085 6.589  0.0860
H14 1.163 -0.498 4.841  0.0621
H15 -0.384 -0.266 5.605  0.0624
H16 -0.695 1.402 3.842  0.0500
C7 1.926 -5.656 3.011  -0.0155
C8 1.316 -4.801 4.121  -0.5120
C9 0.883 -3.416 3.695  -0.0471
O3 0.187 -5.478 4.525  -0.0519
H17 2.012 -6.711 3.272  0.0898
H18 2.907 -5.245 2.769  0.0636
H19 1.333 -5.550 2.102  0.0605
H20 1.915 -4.719 5.027  0.1366
H21 1.740 -2.743 3.675  0.0758
H22 0.092 -2.917 4.256  0.0739
H23 0.502 -3.536 2.681  0.0495
H24 -0.198 -4.928 5.211  0.0933
C10 5.821 0.858 -1.696  -0.0166
C11 4.356 1.068 -1.185  -0.4601
C12 4.016 2.475 -0.878  -0.0639
O4 3.465 0.769 -2.236  -0.1039
H25 6.032 1.352 -2.644  0.0833
H26 6.094 -0.195 -1.763  0.0724
H27 6.529 1.289 -0.989  0.0490
H28 4.088 0.468 -0.316  0.1236
H29 2.958 2.738 -0.890  0.0587
H30 4.472 3.159 -1.593  0.0954
H31 4.509 2.709 0.066  0.0659
H32 2.606 0.682 -1.817  0.0183
C13 -1.746 4.958 -2.560  -0.0507
C14 -0.217 4.880 -2.658  -0.4645
C15 0.157 3.458 -2.213  -0.0694
O5 0.221 5.145 -3.969  -0.0280
H33 -2.223 4.295 -3.281  0.0815
H34 -2.131 5.950 -2.797  0.0751
H35 -2.123 4.792 -1.551  0.0679
H36 0.215 5.614 -1.978  0.1293
H37 -0.462 2.674 -2.650  0.0649
H38 0.110 3.203 -1.155  0.0556
H39 1.155 3.074 -2.425  0.0655
H40 1.167 4.982 -3.986  0.0915
C16 -5.861 4.114 0.848  -0.0597
C17 -6.857 4.349 1.965  -0.5281
C18 -7.762 3.133 2.177  -0.0461
O6 -6.192 4.745 3.126  -0.0335
H41 -6.411 3.956 -0.080  0.0843
H42 -5.156 3.312 1.064  0.0634
H43 -5.289 5.031 0.706  0.0785
H44 -7.473 5.177 1.613  0.1326
H45 -8.410 3.241 3.047  0.0784
H46 -7.137 2.272 2.413  0.0633
H47 -8.285 2.809 1.277  0.0813
H48 -6.283 5.698 3.194  0.0939
C19 -3.084 -1.958 -4.668  -0.0277
C20 -1.608 -1.384 -4.501  -0.4671
C21 -0.796 -2.087 -3.453  -0.0493
O7 -1.003 -1.644 -5.750  -0.0718
H49 -3.608 -1.639 -3.767  0.0587
H50 -2.966 -3.042 -4.690  0.0797
H51 -3.553 -1.592 -5.581  0.0639
H52 -1.670 -0.302 -4.387  0.1110
H53 -0.422 -3.074 -3.724  0.0810
H54 -1.472 -2.342 -2.637  0.0684
H55 0.142 -1.605 -3.177  0.0685
H56 -1.429 -1.155 -6.458  0.0861
C22 -2.670 -1.351 3.691  -0.0485
C23 -3.388 -0.025 3.516  -0.4560
C24 -4.556 0.048 4.555  -0.0256
O8 -2.462 1.009 3.694  -0.0572
H57 -2.197 -1.537 4.655  0.0751
H58 -1.831 -1.441 3.001  0.0579
H59 -3.281 -2.225 3.470  0.0802
H60 -3.755 -0.025 2.489  0.1111
H61 -4.209 -0.164 5.566  0.0828
H62 -5.259 -0.737 4.277  0.0670
H63 -5.193 0.932 4.561  0.0728
H64 -2.938 1.838 3.610  0.1140
C25 0.825 1.400 -5.175  -0.0574
C26 2.100 0.678 -5.318  -0.5059
C27 2.261 0.136 -6.736  -0.0409
O9 3.281 1.358 -4.835  -0.0613
H65 0.536 1.674 -4.160  0.0542
H66 0.108 0.820 -5.756  0.0675
H67 0.886 2.343 -5.719  0.0901
H68 2.030 -0.170 -4.636  0.1193
H69 3.195 -0.414 -6.849  0.0819
H70 2.163 1.010 -7.380  0.0810
H71 1.389 -0.479 -6.958  0.0650
H72 3.305 1.208 -3.887  0.0132
C28 2.650 -4.341 -1.394  -0.0417
C29 2.514 -4.927 -2.865  -0.4649
C30 2.973 -3.889 -3.899  -0.0502
O10 3.278 -6.104 -2.986  -0.0491
H73 2.357 -5.002 -0.578  0.0614
H74 2.214 -3.345 -1.331  0.0603
H75 3.715 -4.181 -1.227  0.0715
H76 1.478 -5.221 -3.037  0.1202
H77 3.944 -3.456 -3.657  0.0803
H78 2.424 -2.949 -3.853  0.0634
H79 3.057 -4.325 -4.895  0.0797
H80 3.192 -6.408 -3.892  0.0843
C31 6.840 -4.397 3.399  -0.0517
C32 6.410 -2.973 2.987  -0.4608
C33 5.185 -2.988 2.031  -0.0400
O11 6.104 -2.377 4.223  -0.0578
H81 7.484 -4.496 4.273  0.0755
H82 7.420 -4.920 2.638  0.0736
H83 5.962 -5.008 3.608  0.0717
H84 7.222 -2.426 2.507  0.1240
H85 4.320 -3.467 2.489  0.0521
H86 5.326 -3.577 1.125  0.0743
H87 4.823 -2.011 1.709  0.0599
H88 5.882 -1.449 4.115  0.0398
C34 0.704 4.839 1.837  -0.0277
C35 1.905 3.820 1.673  -0.4290
C36 2.785 3.858 2.892  -0.0525
O12 1.388 2.479 1.536  -0.0872
H89 1.041 5.874 1.780  0.0744
H90 0.139 4.725 2.763  0.0689
H91 0.064 4.660 0.973  0.0533
H92 2.533 4.117 0.833  0.1187
H93 3.559 3.100 2.776  0.0475
H94 2.127 3.782 3.758  0.0763
H95 3.318 4.797 3.038  0.0899
H96 1.097 2.088 2.363  0.0273
C37 -1.999 -4.989 1.775  -0.0324
C38 -1.603 -4.009 0.678  -0.4260
C39 -0.299 -4.323 -0.081  -0.0463
O13 -2.705 -3.809 -0.254  -0.0729
H97 -2.729 -4.487 2.410  0.0681
H98 -1.223 -5.240 2.497  0.0581
H99 -2.445 -5.934 1.464  0.0891
H100 -1.525 -3.003 1.088  0.1024
H101 -0.396 -4.004 -1.119  0.0666
H102 -0.054 -5.382 -0.004  0.0872
H103 0.520 -3.660 0.199  0.0447
H104 -2.846 -4.694 -0.599  0.0988
C40 8.094 0.826 3.517  -0.0399
C41 7.159 1.072 2.262  -0.3820
C42 5.686 1.466 2.687  -0.1851
O14 5.229 0.373 3.428  -0.2203
C43 3.998 0.544 4.034  -0.1054
N1 7.731 2.063 1.366  0.0328
H105 9.075 0.487 3.183  0.0712
H106 7.686 0.082 4.199  0.0596
H107 8.234 1.744 4.088  0.0723
H108 7.016 0.135 1.723  0.1253
H109 5.072 1.643 1.804  0.0976
H110 5.687 2.396 3.256  0.1244
H111 3.849 -0.428 4.504  0.0969
H112 3.242 0.905 3.337  0.0754
H113 4.028 1.277 4.840  0.0948
H114 8.004 2.873 1.904  0.0695
H115 8.620 1.727 1.024  0.0731
C44 1.345 -0.979 0.952  -0.0318
C45 0.369 -0.450 -0.095  -0.3634
C46 -0.922 0.097 0.553  -0.1134
O15 -1.568 0.891 -0.503  -0.2005
C47 -2.463 1.932 -0.146  -0.0936
N2 1.090 0.602 -0.859  0.0783
H116 2.241 -1.401 0.496  0.0757
H117 0.901 -1.740 1.594  0.0461
H118 1.752 -0.180 1.572  0.0680
H119 0.140 -1.124 -0.920  0.1146
H120 -0.740 0.687 1.451  0.1128
H121 -1.534 -0.769 0.806  0.0931
H122 -1.921 2.796 0.239  0.0799
H123 -3.130 1.609 0.653  0.0571
H124 -3.165 2.260 -0.913  0.0717
H125 0.288 0.981 -1.342  0.0523
H126 1.214 1.249 -0.093  0.0443
C48 -6.892 2.272 -7.110  -0.0651
C49 -5.389 1.963 -7.149  -0.4320
C50 -4.839 1.271 -5.874  -0.1873
O16 -4.797 2.147 -4.733  -0.1950
C51 -4.534 1.458 -3.513  -0.1023
N3 -5.086 1.125 -8.316  0.0310
H127 -7.206 2.759 -8.034  0.0768
H128 -7.046 2.888 -6.224  0.0760
H129 -7.434 1.335 -6.989  0.0743
H130 -4.891 2.931 -7.194  0.1345
H131 -3.805 0.925 -5.884  0.1132
H132 -5.468 0.390 -5.746  0.1171
H133 -5.223 0.619 -3.412  0.0857
H134 -4.637 2.144 -2.672  0.0690
H135 -3.476 1.199 -3.505  0.0800
H136 -5.357 1.514 -9.208  0.0683
H137 -5.763 0.395 -8.144  0.0584

- Kohn-Sham gap: 9.11 eV
- HOMO: -8.903 eV

---

Entry 5:
The following is a DFT calculation (ωB97M-V/def2-TZVPD) of C7H10MnO3PS6 as an isolated structure.

Each line ends with the natural charge from an NBO analysis.
Atoms and positions in Å:
Mn1 -0.637 1.774 1.297  1.2244
C1 -0.440 -2.256 -4.039  -0.6211
C2 -0.091 -1.028 -3.232  -0.0673
O1 -0.783 -1.108 -1.975  -0.8360
P1 -0.076 -0.500 -0.662  1.6487
S1 -1.337 -0.670 0.839  -0.6577
S2 0.594 1.330 -0.930  -0.6576
O2 1.209 -1.457 -0.486  -0.8395
C3 1.006 -2.839 -0.153  -0.0680
C4 2.218 -3.610 -0.618  -0.6206
H1 0.027 -2.214 -5.024  0.2079
H2 -1.519 -2.331 -4.171  0.2142
H3 -0.093 -3.158 -3.532  0.2053
H4 -0.409 -0.109 -3.726  0.1890
H5 0.986 -0.959 -3.059  0.1873
H6 0.094 -3.203 -0.632  0.1817
H7 0.867 -2.908 0.927  0.1930
H8 2.330 -3.538 -1.700  0.2049
H9 2.124 -4.665 -0.352  0.2076
H10 3.122 -3.217 -0.153  0.2157
O3 -1.523 6.704 5.916  -0.6094
C5 -1.380 5.832 5.088  0.1718
S3 -1.883 4.161 5.318  0.3133
C6 -1.337 3.535 3.765  -0.4014
C7 -0.748 4.416 2.937  -0.4007
S4 -0.086 4.124 1.335  -0.4491
S5 -0.607 6.071 3.525  0.3133
S6 -1.631 1.823 3.495  -0.4494

- Kohn-Sham gap (alpha / beta): 6.39 / 6.46 eV
- ⟨S²⟩: 8.76
- Total charge: -1
- Relative energy (zero: lowest compared OMol25 entry of this formula, charge and spin): 8.12 kcal per mole
- HOMO (alpha / beta): -3.910 / -3.987 eV
- Multiplicity: 6

---

Entry 6:
The following is a DFT calculation (ωB97M-V/def2-TZVPD) of an isolated ion of composition C4H3ClNS and charge -1 at a distorted geometry.

Each line ends with the natural charge from an NBO analysis.
Atoms and positions in Å:
C1 0.271 0.004 -1.070  -0.3353
C2 0.748 1.174 -0.422  -0.0196
C3 -0.331 -0.859 -0.215  0.0221
C4 -0.433 -0.339 1.164  -0.3321
N1 0.555 1.433 0.791  -0.4267
S1 -1.981 -0.199 1.753  -0.3836
Cl1 -1.133 -2.342 -0.813  -0.0413
H1 0.439 -0.261 -2.056  0.1991
H2 1.413 2.009 -0.989  0.1134
H3 0.451 -0.620 1.857  0.2041

- Kohn-Sham gap: 6.39 eV
- Total charge: -1
- Relative energy (zero: lowest compared OMol25 entry of this formula, charge and spin): 47.60 kcal per mole
- HOMO: -2.911 eV